Molecular formula: C18H22AuCl5NSi2
Method: DFT, ωB97M-V/def2-TZVPD

Values from the calculation:
Energy above the lowest of the compared OMol25 structures with the same formula, charge and spin: 10.2 kcal/mol
Net charge: +1
E_HOMO: -0.432 hartree
Strongest force on any atom: 1.71 eV/A

Each line ends with the Mulliken charge.
CARTESIAN COORDINATES (ANGSTROEM)
Au  -0.0658  0.3706  -0.0004  0.160
Cl  2.6486  0.4505  -0.0021  -0.250
C  2.0788  2.1076  -0.0005  0.842
C  0.7138  2.2493  0.0004  -0.914
C  0.2127  3.5458  0.0017  0.507
Cl  -1.4847  3.8479  0.0032  -0.153
C  1.0674  4.6471  0.0020  -0.200
Cl  0.4365  6.2417  0.0037  -0.166
C  2.4501  4.4543  0.0012  0.623
Cl  3.5089  5.7957  0.0017  -0.153
C  2.9645  3.1625  -0.0005  -0.383
Cl  4.6566  2.8865  -0.0019  -0.165
C  -3.2209  1.8497  -2.1425  -0.948
Si  -3.0640  0.0618  -1.7658  0.177
C  -1.9016  -0.7578  -2.9674  -0.965
C  -4.7127  -0.7898  -1.8223  -1.022
C  -2.3215  -0.3469  -0.0002  1.388
C  -1.7386  -1.7152  -0.0006  -0.355
C  -2.4105  -2.9197  -0.0003  -0.449
C  -1.6446  -4.0753  -0.0014  -0.676
C  -0.2514  -3.9905  -0.0026  -0.655
C  0.3304  -2.7465  -0.0026  -0.607
N  -0.4395  -1.6442  -0.0015  0.358
Si  -3.0610  0.0635  1.7662  0.179
C  -1.8969  -0.7551  2.9667  -0.965
C  -3.2165  1.8520  2.1411  -0.948
C  -4.7098  -0.7875  1.8264  -1.022
H  -3.7909  1.9580  -3.0762  0.386
H  -2.2410  2.3040  -2.2869  0.260
H  -3.7516  2.4057  -1.3597  0.317
H  -2.2491  -0.6006  -3.9978  0.438
H  -1.8493  -1.8406  -2.7935  0.305
H  -0.8873  -0.3430  -2.8859  0.292
H  -5.1239  -0.6213  -2.8242  0.437
H  -5.4260  -0.3927  -1.0900  0.309
H  -4.6262  -1.8720  -1.6708  0.291
H  -3.4953  -2.9437  0.0005  0.277
H  -2.1279  -5.0457  -0.0013  0.480
H  0.3684  -4.8761  -0.0035  0.461
H  1.4074  -2.6086  -0.0033  0.471
H  -0.8826  -0.3408  2.8831  0.292
H  -1.8452  -1.8382  2.7938  0.306
H  -2.2425  -0.5968  3.9975  0.439
H  -2.2361  2.3062  2.2831  0.259
H  -3.7849  1.9617  3.0757  0.386
H  -3.7483  2.4073  1.3586  0.318
H  -4.6240  -1.8699  1.6758  0.292
H  -5.4243  -0.3908  1.0948  0.308
H  -5.1192  -0.6178  2.8287  0.438

Molecular formula: C18H22BiI2N8O2P
Method: DFT, ωB97M-V/def2-TZVPD

Values from the calculation:
Net charge: +2
E_HOMO: -0.519 hartree
Strongest force on any atom: 1.24 eV/A

Each line ends with the Mulliken charge.
CARTESIAN COORDINATES (ANGSTROEM)
Bi  -0.2675  -0.8578  0.8299  1.267
C  1.1023  2.7775  -3.3907  -0.771
N  0.9348  1.5302  -2.6948  0.155
C  1.3117  0.3104  -3.1479  -0.787
C  1.0093  -0.5822  -2.1642  -0.455
N  0.4679  0.0837  -1.1158  0.322
C  0.4164  1.3724  -1.4638  0.026
P  -0.3928  2.7481  -0.5732  -0.392
C  -1.9557  1.8383  -0.2984  -0.046
N  -2.0715  0.5398  -0.0309  0.032
C  -3.3873  0.2399  -0.0799  -0.666
C  -4.0851  1.3772  -0.3907  -0.387
N  -3.1772  2.3728  -0.5251  0.153
C  -3.4682  3.7497  -0.8356  -0.793
C  0.4443  2.4468  1.0209  0.004
N  0.6218  1.2638  1.6071  0.312
C  1.2532  1.5010  2.7802  -0.371
C  1.4783  2.8428  2.9011  -0.792
N  0.9716  3.4261  1.7868  0.109
C  1.0545  4.8325  1.4918  -0.882
H  1.2599  2.5771  -4.4480  0.320
H  1.9722  3.3190  -3.0084  0.318
H  0.2116  3.3998  -3.2787  0.340
H  1.7382  0.1392  -4.1153  0.465
H  1.1498  -1.6374  -2.1666  0.514
H  -3.7406  -0.7530  0.0976  0.526
H  -5.1369  1.5344  -0.5188  0.447
H  -4.5469  3.8889  -0.8693  0.322
H  -3.0506  4.0278  -1.8048  0.322
H  -3.0582  4.4091  -0.0697  0.331
H  1.5151  0.7251  3.4678  0.342
H  1.9539  3.3932  3.6866  0.474
H  0.6824  5.4139  2.3371  0.366
H  0.4606  5.0679  0.6081  0.337
H  2.0936  5.1179  1.3096  0.349
I  2.1823  -1.9477  2.7180  0.155
C  1.0285  -2.5868  4.4438  -0.880
I  -1.0731  -2.6364  4.0129  0.133
H  1.1901  -1.9170  5.2822  0.432
H  1.3525  -3.5939  4.6832  0.456
C  -0.9119  -5.6711  -0.7945  -1.051
N  0.1585  -4.6995  -0.6821  0.060
C  1.4707  -5.0690  -0.8162  -0.125
C  2.4970  -4.2064  -0.6547  -1.152
C  2.2251  -2.8448  -0.2576  0.579
O  3.0336  -1.9796  0.0549  -0.711
N  0.8826  -2.5585  -0.1564  0.343
C  -0.1296  -3.4178  -0.3438  0.714
O  -1.2806  -2.9688  -0.1578  -0.778
H  -0.8502  -6.1859  -1.7512  0.378
H  -1.8579  -5.1360  -0.7249  0.318
H  -0.8458  -6.3998  0.0142  0.360
H  1.6376  -6.1094  -1.0577  0.475
H  3.5253  -4.5096  -0.7452  0.487

Molecular formula: C18H22Br6F12O8
Method: DFT, ωB97M-V/def2-TZVPD

Values from the calculation:
<S²>: 0.755
Net charge: -1
E_HOMO (alpha / beta): -0.044 / -0.201 hartree
Strongest force on any atom: 5.42 eV/A
Multiplicity: 2

Each line ends with the Mulliken charge.
CARTESIAN COORDINATES (ANGSTROEM)
C  -28.4872  20.5603  13.3112  -0.054
Br  -29.3555  20.7686  11.5179  -0.390
Br  -27.2394  19.0456  13.7041  -0.376
Br  -29.8849  20.6537  14.7548  -0.342
H  -27.8653  21.4511  13.3990  0.135
C  -24.4150  20.7865  7.2266  0.645
Br  -22.6871  21.7339  7.5910  -0.049
Br  -24.4378  20.1150  5.3262  -0.064
Br  -25.9963  21.9657  7.4921  -0.017
H  -24.6294  20.1010  8.0465  -0.569
C  -26.6581  16.5793  10.3805  -0.807
C  -26.3941  18.0012  9.8790  -0.198
O  -25.8157  18.8440  10.8716  -0.051
C  -24.4725  19.0168  10.8698  0.376
O  -23.6685  18.4746  10.0817  -0.534
C  -24.0092  20.1049  11.9228  0.759
F  -23.1349  19.4551  12.6777  -0.298
F  -23.4061  21.1106  11.3353  -0.259
F  -24.9015  20.6148  12.6873  -0.166
H  -26.0286  16.3211  11.2321  0.326
H  -26.5222  15.8794  9.5561  0.028
H  -27.6560  16.4799  10.8077  0.357
H  -27.3887  18.3815  9.6462  0.365
H  -25.9466  18.2505  8.9168  0.186
C  -28.1948  26.4957  8.3565  -1.021
C  -27.8933  26.4405  9.8728  -0.256
O  -26.5238  26.0916  10.1709  -0.337
C  -26.2193  24.8759  10.7381  0.404
O  -27.0852  24.0029  10.9127  -0.518
C  -24.7652  24.7489  11.2959  0.887
F  -24.4847  23.4826  11.6232  -0.180
F  -23.9905  25.1427  10.2701  -0.257
F  -24.6338  25.5484  12.3630  -0.249
H  -27.8149  25.5789  7.9057  0.221
H  -27.5183  27.2641  7.9824  0.277
H  -29.2026  26.8417  8.1268  0.369
H  -28.6235  25.6983  10.1951  0.268
H  -28.1950  27.3030  10.4671  0.392
C  -21.5792  15.9022  10.2194  -1.160
C  -21.7738  14.4578  10.3211  0.374
O  -20.8532  13.8796  11.2755  -0.353
C  -19.6435  13.2668  10.9982  0.393
O  -19.2358  13.2025  9.8815  -0.535
C  -18.8763  12.6305  12.2113  0.846
F  -18.7070  11.3327  11.9244  -0.243
F  -17.6994  13.2723  12.2902  -0.258
F  -19.4949  12.8065  13.3012  -0.226
H  -21.4531  16.2279  11.2519  0.362
H  -22.4342  16.3534  9.7160  0.240
H  -20.7466  16.2662  9.6173  0.284
H  -21.6032  14.1046  9.3041  0.054
H  -22.7370  14.2150  10.7698  0.219
C  -23.1455  10.2250  8.8762  -1.173
C  -22.6946  11.3500  7.9239  0.242
O  -23.8792  11.9078  7.3508  -0.331
C  -24.4663  12.9886  8.0233  0.427
O  -24.1431  13.2011  9.2115  -0.497
C  -25.5524  13.7618  7.2362  0.839
F  -26.7266  13.3474  7.6132  -0.250
F  -25.4012  15.0046  7.5761  -0.244
F  -25.3908  13.6884  5.9202  -0.259
H  -22.2730  9.6895  9.2506  0.392
H  -23.8036  9.4719  8.4427  0.315
H  -23.5235  10.7181  9.7717  0.302
H  -22.1432  10.8200  7.1473  0.283
H  -22.0897  12.1399  8.3692  -0.042